Molecular formula: C46H95BrF4NbOSSi
Method: DFT, ωB97M-V/def2-TZVPD

- Spin multiplicity: 1
- E: -152470.146 eV
- Charge: -1

Cartesian coordinates (Å):
C1 -0.69853 6.36634 0.13873
C2 0.62797 6.90789 -0.41274
O1 0.58326 7.29779 -1.77264
Nb1 0.61371 5.95685 -3.27759
S1 -0.22743 7.79092 -4.80826
Br1 3.09946 6.76606 -3.77295
C3 0.79285 4.67057 -5.10632
C4 0.28041 3.21975 -4.97308
C5 -0.06827 2.52807 -6.31920
C6 -1.53783 2.05829 -6.42196
C7 -1.82294 0.69458 -5.77374
C8 -1.26817 0.52234 -4.35904
C9 -1.38176 -0.91980 -3.80741
C10 -0.41467 -1.06298 -2.60788
Si1 1.33908 -1.60545 -3.09521
C11 1.37113 -2.56972 -4.72351
C12 2.43092 -0.07027 -3.32817
C13 2.01913 -2.64506 -1.66563
C14 2.23693 -4.00198 -1.77489
C15 2.72154 -4.70936 -0.69815
C16 3.01100 -4.04846 0.45977
C17 2.79885 -2.70387 0.59472
C18 2.28465 -2.00380 -0.47406
C19 1.26877 4.23350 -1.99733
C20 2.75603 4.21696 -1.60637
C21 3.64931 3.51128 -2.63180
F1 2.81702 3.39336 -0.42112
C22 -1.62799 5.40278 -3.04041
F2 -2.14831 5.07541 -4.27714
F3 -1.86092 4.29679 -2.27838
F4 -2.41939 6.41505 -2.62806
H1 -1.55102 6.94384 -0.21703
H2 -0.64222 6.55868 1.22092
H3 -0.80892 5.28579 0.03535
H4 1.48773 6.29682 -0.11228
H5 0.76857 7.84552 0.15559
H6 0.69876 8.76370 -4.74522
H7 1.83228 4.65866 -5.45600
H8 0.23475 5.13669 -5.92877
H9 -0.55364 3.09678 -4.27886
H10 1.10746 2.63085 -4.55121
H11 0.17101 3.15806 -7.18085
H12 0.56196 1.63042 -6.42377
H13 -2.18028 2.83549 -5.99585
H14 -1.76472 1.95167 -7.49052
H15 -2.91671 0.60597 -5.69172
H16 -1.47796 -0.15404 -6.37643
H17 -1.72195 1.18530 -3.61451
H18 -0.19494 0.75411 -4.35468
H19 -1.18480 -1.62393 -4.62386
H20 -2.42990 -1.06292 -3.51640
H21 -0.83023 -1.67786 -1.80335
H22 -0.29241 -0.05148 -2.19592
H23 0.68332 -3.41771 -4.65414
H24 2.38881 -2.88488 -4.96923
H25 1.04026 -1.87595 -5.50347
H26 2.15026 0.74915 -2.66175
H27 2.34674 0.26678 -4.36608
H28 3.46053 -0.37312 -3.11126
H29 1.98089 -4.45350 -2.72926
H30 2.86331 -5.78106 -0.79214
H31 3.38930 -4.61636 1.30635
H32 3.00470 -2.14540 1.50193
H33 2.09275 -0.93526 -0.41294
H34 0.74158 4.17415 -1.03546
H35 1.10219 3.24792 -2.45368
H36 3.13098 5.18946 -1.28799
H37 3.01946 3.01022 -3.36992
H38 4.38512 4.16779 -3.09208
H39 4.19050 2.71220 -2.11444
C23 0.12308 -5.23621 6.55962
C24 0.94950 -4.60287 5.44486
C25 0.44764 -3.22223 5.02555
C26 -0.96838 -3.19501 4.44789
C27 -1.18580 -4.08973 3.22912
C28 -0.32529 -3.69749 2.03186
H40 -0.90887 -5.40892 6.24942
H41 0.54724 -6.20110 6.84440
H42 0.11344 -4.59856 7.44563
H43 0.98026 -5.27504 4.58272
H44 1.98262 -4.50311 5.79026
H45 1.14632 -2.79958 4.29773
H46 0.48003 -2.55494 5.89331
H47 -1.21143 -2.16236 4.17876
H48 -1.68520 -3.47703 5.22541
H49 -2.23857 -4.02711 2.93910
H50 -1.00230 -5.13729 3.48606
H51 -0.51911 -2.66521 1.73281
H52 -0.54524 -4.34048 1.17775
H53 0.73760 -3.79664 2.24945
C29 -0.99142 -2.34270 13.55808
C30 -1.08564 -2.66338 12.06964
C31 -0.88467 -4.14434 11.75259
C32 0.48665 -4.70784 12.12929
C33 1.67704 -3.99508 11.48999
C34 1.68607 -4.08150 9.96700
H54 -0.00244 -2.57093 13.95893
H55 -1.17863 -1.28188 13.73223
H56 -1.73099 -2.91120 14.12627
H57 -0.36544 -2.05446 11.51640
H58 -2.07464 -2.36601 11.71068
H59 -1.06364 -4.30355 10.68523
H60 -1.65215 -4.72560 12.27412
H61 0.51382 -5.76592 11.84924
H62 0.60440 -4.68417 13.21681
H63 2.59598 -4.44957 11.87074
H64 1.70530 -2.94636 11.79827
H65 1.69626 -5.12217 9.63593
H66 2.57424 -3.59245 9.56337
H67 0.81452 -3.59107 9.53086
C35 -4.45552 9.53093 1.30958
C36 -3.57966 8.46426 1.95934
C37 -4.05863 7.03886 1.69193
C38 -5.44772 6.70657 2.23909
C39 -5.61740 6.90995 3.74383
C40 -4.70671 6.01768 4.58207
H68 -5.47418 9.51251 1.70246
H69 -4.04891 10.52595 1.49926
H70 -4.50226 9.38872 0.22813
H71 -3.51296 8.64879 3.03611
H72 -2.56313 8.56343 1.56962
H73 -3.32652 6.33901 2.10476
H74 -4.06193 6.86396 0.61178
H75 -5.67492 5.66415 1.99346
H76 -6.19854 7.30646 1.71611
H77 -6.65684 6.69167 4.00670
H78 -5.44920 7.95764 4.00861
H79 -4.88435 4.96313 4.36089
H80 -4.89456 6.17322 5.64637
H81 -3.65284 6.23299 4.40012
C41 2.22340 -7.02901 -6.11949
C42 2.74893 -5.89002 -6.98756
C43 1.66235 -5.20393 -7.81318
C44 0.95628 -6.09790 -8.83398
C45 1.87447 -6.76263 -9.85830
C46 2.61544 -5.76593 -10.74468
H82 1.79688 -7.83311 -6.72191
H83 3.03075 -7.45864 -5.52378
H84 1.45384 -6.67058 -5.43211
H85 3.54559 -6.26139 -7.63879
H86 3.21063 -5.14154 -6.33783
H87 2.10127 -4.34322 -8.32576
H88 0.90899 -4.79402 -7.13334
H89 0.21098 -5.49539 -9.36304
H90 0.39302 -6.87552 -8.30938
H91 1.26711 -7.41142 -10.49596
H92 2.59543 -7.41508 -9.35779
H93 1.91277 -5.12757 -11.28426
H94 3.22508 -6.29124 -11.48212
H95 3.28205 -5.12699 -10.16363

Results of the Löwdin charge analysis, in e, for atoms 1 through 8: number 1, C, carries -0.099; number 2, C, carries -0.374; number 3, O, carries -0.468; number 4, Nb, carries 1.471; number 5, S, carries 0.183; number 6, Br, carries 0.008; number 7, C, carries -0.406; number 8, C, carries -0.320

Molecular formula: C3H3Cl2N3
Method: DFT, ωB97M-V/def2-TZVPD

- Spin multiplicity: 1
- E: -32673.637 eV
- Charge: 0
- SMILES: [H]/N=C1/NN=CC1(Cl)Cl
- Energy above the lowest of the compared OMol25 structures with the same formula, charge and spin: 87.9 kJ/mol

Cartesian coordinates (Å):
H1 -0.75940 2.40608 -0.26385
N1 0.21429 2.07538 -0.18856
C1 0.28034 0.80907 -0.09923
N2 1.42609 0.06449 -0.01581
N3 1.26082 -1.28348 0.08816
C2 0.01133 -1.52150 0.10546
C3 -0.82401 -0.26883 0.02800
Cl1 -1.87270 -0.23075 -1.38359
Cl2 -1.74152 0.02960 1.52373
H2 2.38110 0.45384 -0.02596
H3 -0.37632 -2.53390 0.23165

Results of the Löwdin charge analysis, in e, for atoms 1 through 8: number 1, H, carries 0.055; number 2, N, carries 0.139; number 3, C, carries -0.520; number 4, N, carries 0.015; number 5, N, carries 0.073; number 6, C, carries -0.226; number 7, C, carries -1.139; number 8, Cl, carries 0.664

Q: Which LUMO energy values were calculated for the entries above? A: 1.4957; 0.0441, in eV.
Q: Which M values were calculated for the entries above? A: 973.22; 151.98, in g/mol.